Below is a cluster of 3 separate species, C2H3F3O3S in total at a distorted geometry, with properties calculated with the ωB97M-V functional and the def2-TZVPD basis.

Structure (XYZ):
```
12
C2H3F3O3S, DFT the ωB97M-V functional and the def2-TZVPD basis
C -0.5673 0.3419 0.9699
C 0.3739 0.7385 1.7553
O 1.5269 -2.1223 0.1774
O 2.6856 -0.7363 -1.3452
O -1.5823 -3.2338 -0.1347
F 1.7248 0.4240 1.4839
F 0.4061 1.4377 2.8869
F -1.7908 -2.0597 -0.9253
S 2.7835 -1.5522 -0.1882
H -0.5389 -3.3353 -0.2665
H -1.5856 0.6107 1.1094
H -0.0933 -0.3876 0.3427
```

Output
Gap between HOMO and LUMO   0.337 hartree
F_max   3.8 eV/A
Relative energy (zero: lowest compared OMol25 entry of this formula, charge and spin)   5.105 eV
Multiplicity   1
E   -1001.32396 Eh

These are the Löwdin partial charges, in e, on atoms 1 to 6: 0.1075, -0.3691, -0.4449, -0.3969, -0.0144, -0.0226